ORCA calculation (the ωB97M-V functional and the def2-TZVPD basis) on 2 unconnected molecules or ions with the total composition C3H8OS in a non-equilibrium geometry.

Output
E_LUMO   0.0323 Ha
Net charge   0
Frontier orbital gap   9.66 eV
Highest occupied orbital energy   -8.78 eV
SMILES   C=CO.CS

Each line ends with the Mulliken charge.
Positions of all 13 atoms, in Å:
C -1.5914 -0.5924 -0.3675  -0.669
C -0.7232 -1.5200 0.0513  0.004
O -0.4071 -1.6311 1.4503  -0.500
H -2.2215 0.0249 0.3172  0.249
H -1.7583 -0.3044 -1.4226  0.265
H -0.6380 -2.4527 -0.4634  0.348
H -0.2525 -2.5023 1.7901  0.317
C 1.2678 1.3726 -0.7633  -0.693
S 1.9980 1.4536 1.0264  -0.188
H 0.2603 1.7381 -0.6957  0.261
H 1.3508 0.3441 -0.8408  0.148
H 1.8142 1.9761 -1.4478  0.344
H 0.9010 2.0934 1.3657  0.115

ORCA calculation (the ωB97M-V functional and the def2-TZVPD basis) on 2 unconnected molecules or ions with the total composition C3H8OS2.

Output
E_LUMO   0.0233 Ha
Net charge   0
Frontier orbital gap   8.92 eV
Highest occupied orbital energy   -8.29 eV
SMILES   CC=O.CSS

Each line ends with the Mulliken charge.
Positions of all 14 atoms, in Å:
C 2.6638 -0.6439 1.1954  -0.785
C 2.5345 0.5831 0.3471  0.076
O 2.0310 0.5984 -0.7439  -0.450
H 2.6485 -0.3657 2.2541  0.290
H 3.6102 -1.1518 0.9686  0.289
H 1.8706 -1.3449 0.9624  0.224
H 2.9240 1.5321 0.7642  0.351
C -2.3008 -0.6190 1.1771  -0.748
S -1.1883 0.5578 0.3451  -0.060
S -1.1561 -0.2825 -1.5537  -0.207
H -2.9659 -1.0576 0.4344  0.304
H -2.9171 -0.0724 1.8766  0.276
H -1.7219 -1.4078 1.6565  0.248
H 0.1838 -0.3037 -1.6570  0.192

ORCA calculation (the ωB97M-V functional and the def2-TZVPD basis) on 2 unconnected molecules or ions with the total composition C3H8OS2 in a non-equilibrium geometry.

Output
E_LUMO   0.0262 Ha
Net charge   0
Frontier orbital gap   8.34 eV
Highest occupied orbital energy   -7.63 eV
SMILES   C1CSSC1.O

Each line ends with the Mulliken charge.
Positions of all 14 atoms, in Å:
C 1.2562 -0.8722 -0.3113  -0.591
C 1.0999 -0.0589 0.8853  -0.387
S -0.2800 -0.5064 1.9239  -0.157
S -0.8608 -2.0549 0.8296  -0.135
C -0.0283 -1.5549 -0.6430  -0.476
H 2.0386 -1.6388 -0.1509  0.255
H 1.5372 -0.2870 -1.2079  0.265
H 1.9949 -0.1553 1.5295  0.315
H 0.9897 1.0101 0.6199  0.291
H -0.6199 -0.8595 -1.2689  0.296
H 0.2649 -2.4129 -1.2781  0.325
O -2.1082 3.2978 -0.3883  -0.647
H -2.8491 3.1352 -1.0151  0.320
H -2.4349 2.9578 0.4754  0.328

ORCA calculation (the ωB97M-V functional and the def2-TZVPD basis) on 2 unconnected molecules or ions with the total composition C3H8OSi2 in a non-equilibrium geometry.

Output
E_LUMO (spin up / spin down)   0.0125 / -0.0756 Ha
Net charge   0
Frontier orbital gap (spin up / spin down)   9.78 / 4.21 eV
Highest occupied orbital energy (spin up / spin down)   -9.44 / -6.27 eV

Each line ends with the Mulliken charge.
Positions of all 14 atoms, in Å:
C -0.8768 0.1007 -0.7884  0.555
C -0.5890 0.0653 -2.1112  -0.729
C 0.4402 -0.5002 -1.1548  0.022
O -1.6219 0.2857 0.1730  -0.486
Si -1.7249 0.2100 3.0353  0.298
Si 2.0857 0.3107 -1.0383  0.366
H -0.9529 -0.1921 -3.1082  0.315
H 0.6026 -1.6648 -1.2494  0.231
H -1.4151 1.5481 2.9006  -0.080
H -0.9227 -0.8761 2.5858  -0.093
H -2.8759 -0.2403 3.7121  -0.086
H 2.4285 -0.3886 0.2084  -0.091
H 2.4554 1.7115 -1.2215  -0.108
H 2.9669 -0.3699 -1.9433  -0.115

ORCA calculation (the ωB97M-V functional and the def2-TZVPD basis) on 2 unconnected molecules or ions with the total composition C3H8P2 in a non-equilibrium geometry.

Output
E_LUMO   -0.0342 Ha
Net charge   0
Frontier orbital gap   6.93 eV
Highest occupied orbital energy   -7.86 eV
SMILES   C[PH]#P.C=C

Each line ends with the Mulliken charge.
Positions of all 13 atoms, in Å:
C -1.3076 0.3669 -0.8385  -0.956
P -0.6967 0.6497 -2.6202  -0.049
P -0.8173 -0.8015 -4.1078  -0.024
H -2.2159 0.8332 -0.7853  0.446
H -1.7031 -0.6629 -0.8454  0.285
H -0.4405 0.6023 -0.2442  0.213
H 0.0359 1.9455 -2.0763  0.084
C 1.4768 -0.0177 2.2323  -0.459
C 0.8837 -1.0494 1.6416  -0.644
H 2.4692 0.1866 2.2876  0.276
H 0.9189 0.8119 2.6744  0.210
H -0.0722 -1.2704 1.7675  0.377
H 1.4687 -1.5942 0.9142  0.241

ORCA calculation (the ωB97M-V functional and the def2-TZVPD basis) on 2 unconnected molecules or ions with the total composition C3H8P2 in a non-equilibrium geometry.

Output
E_LUMO (spin up / spin down)   -0.0328 / -0.0348 Ha
Net charge   0
Frontier orbital gap (spin up / spin down)   7.14 / 7.24 eV
Highest occupied orbital energy (spin up / spin down)   -8.03 / -8.19 eV

Each line ends with the Mulliken charge.
Positions of all 13 atoms, in Å:
C 1.0205 0.5753 0.9968  -1.007
C 1.3355 -0.0364 -0.3837  0.044
C 0.2680 -0.9318 -0.9938  -1.057
P -2.9520 0.0706 0.6337  -0.061
P -2.0933 0.7255 -1.0681  0.056
H 0.3413 1.3802 0.9053  0.285
H 0.5276 -0.1174 1.7768  0.242
H 1.9552 0.9398 1.4687  0.289
H 1.2305 0.7759 -1.1533  0.186
H 2.2668 -0.6170 -0.3494  0.333
H 0.5044 -1.2909 -2.0035  0.313
H -0.1530 -1.7577 -0.3848  0.344
H -4.2516 0.2840 0.5556  0.033

ORCA calculation (the ωB97M-V functional and the def2-TZVPD basis) on 2 unconnected molecules or ions with the total composition C3H8P2 in a non-equilibrium geometry.

Output
E_LUMO   0.0041 Ha
Net charge   0
Frontier orbital gap   9.15 eV
Highest occupied orbital energy   -9.03 eV
SMILES   C=CP.C=P

Each line ends with the Mulliken charge.
Positions of all 13 atoms, in Å:
C -0.8390 -0.4252 0.7648  -0.712
C -0.8792 -1.5493 0.0331  -0.035
P 0.4288 -2.5961 -0.4081  -0.103
H 0.1468 -0.0064 1.0705  0.257
H -1.7375 0.0761 1.1942  0.239
H -1.8717 -2.0506 -0.0865  0.317
H 0.4407 -2.2918 -1.8255  0.020
H 1.2944 -1.4839 -0.2330  -0.007
C 0.4370 1.2517 -1.2384  -0.502
P 1.7395 1.6670 -0.3381  -0.111
H -0.4814 1.7821 -1.2810  0.313
H 0.4540 0.5010 -2.1143  0.304
H 1.1344 2.8240 0.3848  0.020

ORCA calculation (the ωB97M-V functional and the def2-TZVPD basis) on a molecular structure, C3H8S in a non-equilibrium geometry.

Output
E_LUMO   0.0307 Ha
Net charge   0
Frontier orbital gap   9.31 eV
Highest occupied orbital energy   -8.47 eV

Each line ends with the Mulliken charge.
Positions of all 12 atoms, in Å:
C 1.5879 0.5249 -1.0343  -0.783
C 1.0293 0.6632 0.4102  -0.459
C -0.9548 -1.4595 -0.3273  -0.595
H 1.7460 -0.8435 -1.1600  0.187
H 2.5803 0.8438 -0.8648  0.358
H 0.5869 0.6790 -2.0695  0.214
H 0.6357 1.9547 0.6504  0.235
H 1.7167 0.3461 1.3320  0.333
H -0.0237 -1.9742 0.0243  0.164
H -0.8067 -0.8689 -1.3517  0.139
H -1.8289 -2.1898 -0.0491  0.306
S -0.9113 0.2301 0.5748  -0.099

ORCA calculation (the ωB97M-V functional and the def2-TZVPD basis) on a molecular structure, C3H8S in a non-equilibrium geometry.

Output
E_LUMO   0.0113 Ha
Net charge   0
Frontier orbital gap   8.86 eV
Highest occupied orbital energy   -8.55 eV

Each line ends with the Mulliken charge.
Positions of all 12 atoms, in Å:
C -0.1420 -1.0260 1.9099  -1.085
C -0.7921 -0.3318 0.7644  -0.472
S 0.9139 -0.0556 -0.6746  -0.160
C -0.6803 1.3758 -1.4144  -0.738
H -0.8310 -1.3092 2.6879  0.361
H 0.5419 -0.2914 2.3882  0.283
H 0.3758 -1.8978 1.5452  0.321
H -1.2129 0.6758 0.9720  0.317
H -1.4139 -0.9315 0.0970  0.339
H -0.1731 1.7341 -2.3418  0.314
H -1.5076 0.7340 -1.5548  0.283
H -0.7159 2.0676 -0.5589  0.236

ORCA calculation (the ωB97M-V functional and the def2-TZVPD basis) on a single C3H8S molecule in a non-equilibrium geometry.

Output
E_LUMO   0.0392 Ha
Net charge   0
Frontier orbital gap   10.01 eV
Highest occupied orbital energy   -8.94 eV
SMILES   CCCS

Each line ends with the Mulliken charge.
Positions of all 12 atoms, in Å:
C 1.1500 -0.7663 -0.2628  -0.930
C 0.4529 0.3785 0.4111  -0.579
C -0.8955 0.7455 -0.2748  -0.632
S -2.2824 -0.4137 -0.0542  -0.232
H 1.8839 -1.2255 0.3243  0.347
H 1.6477 -0.2912 -1.1240  0.293
H 0.4067 -1.5062 -0.4549  0.259
H 0.2323 0.1039 1.4675  0.308
H 1.0082 1.2404 0.2813  0.329
H -1.3623 1.7068 -0.1328  0.404
H -0.5939 0.8372 -1.3092  0.321
H -1.6476 -0.8095 1.1284  0.113

In order of appearance, energy relative to the best compared isomer or geometry (same formula, charge and spin) = 2.0916, 0.4714, 0.3329, 7.0615, 3.2231, 2.7011, 2.0539, 5.0344, 2.4715, 0.6868 eV.